# 1
Entry from the OMol25 dataset: an isolated molecule of C18H28N2O6S2 (the ωB97M-V functional and the def2-TZVPD basis).

Last column: Mulliken charge in e.
Element x y z (Å)
C1 -4.08 -2.02 3.97  -1.126
C2 -2.56 -1.91 3.96  -0.304
O1 -2.07 -1.60 2.65  -0.314
C3 -1.91 -2.62 1.80  -0.302
O2 -2.08 -3.78 2.08  -0.613
C4 -1.51 -2.10 0.43  2.582
C5 -0.60 -3.09 -0.30  -1.150
C6 -0.32 -2.57 -1.72  0.037
C7 -1.64 -2.35 -2.46  -0.998
N1 -2.55 -1.51 -1.73  0.217
S1 -2.61 0.11 -2.09  1.274
O3 -2.55 0.22 -3.52  -0.731
O4 -3.73 0.65 -1.39  -0.725
C8 -1.11 0.85 -1.42  0.225
C9 0.01 0.92 -2.22  -0.888
C10 1.19 1.42 -1.68  -0.338
C11 1.20 1.83 -0.36  -0.610
S2 2.75 2.44 0.32  1.427
O5 2.53 2.78 1.70  -0.707
O6 3.26 3.46 -0.55  -0.713
N2 3.70 1.09 0.13  0.240
C12 3.35 -0.03 0.97  -0.173
C13 3.84 0.04 2.42  -1.304
C14 5.08 1.31 -0.28  -0.601
C15 5.91 2.14 0.70  -0.988
C16 0.07 1.78 0.43  -0.003
C17 -1.11 1.28 -0.11  -0.693
C18 -2.81 -1.91 -0.38  -1.661
H1 -4.43 -2.19 4.98  0.397
H2 -4.52 -1.11 3.59  0.303
H3 -4.39 -2.86 3.35  0.302
H4 -2.11 -2.86 4.29  0.351
H5 -2.22 -1.09 4.59  0.311
H6 -1.01 -1.14 0.56  -0.686
H7 0.33 -3.21 0.24  0.433
H8 -1.10 -4.06 -0.34  0.309
H9 0.23 -1.64 -1.66  -0.091
H10 0.28 -3.30 -2.26  0.487
H11 -1.48 -1.88 -3.43  0.421
H12 -2.14 -3.32 -2.62  0.399
H13 -0.06 0.61 -3.25  0.533
H14 2.09 1.51 -2.26  0.456
H15 3.72 -0.94 0.49  0.439
H16 2.26 -0.07 0.97  -0.095
H17 3.37 -0.75 3.00  0.447
H18 4.92 -0.09 2.47  0.307
H19 3.57 1.00 2.84  0.314
H20 5.53 0.33 -0.44  0.407
H21 5.03 1.84 -1.23  0.312
H22 6.05 1.63 1.65  0.233
H23 6.89 2.34 0.27  0.399
H24 5.40 3.08 0.88  0.334
H25 0.13 2.13 1.45  0.562
H26 -2.02 1.24 0.47  0.491
H27 -3.45 -1.14 0.07  0.581
H28 -3.36 -2.86 -0.39  0.284

As for the SMILES: CCOC(=O)[C@H]1CCCN(S(=O)(=O)c2ccc(S(=O)(=O)N(CC)CC)cc2)C1. The total charge is 0. For the lowest unoccupied orbital energy, the calculation gives -0.09 eV. As for the spin multiplicity: 1. For the largest force on an atom, the calculation gives 0.0214 hartree/bohr. The calculation puts the gap between HOMO and LUMO at 9.4 eV.

# 2
Entry from the OMol25 dataset: a cluster of 2 separate species, C18H28N3O8S in total (the ωB97M-V functional and the def2-TZVPD basis).

Last column: Mulliken charge in e.
Element x y z (Å)
C1 1.79 1.39 -0.32  -1.104
C2 1.33 0.73 -1.36  -0.952
C3 -0.07 0.83 -1.95  3.193
C4 -0.78 1.97 -1.36  -0.851
N1 -1.31 2.86 -0.87  -0.634
C5 0.01 1.00 -3.49  -1.213
C6 0.33 2.42 -3.99  -1.182
C7 1.80 2.84 -3.87  -0.590
C8 2.68 2.33 -4.99  -0.662
O1 3.30 1.09 -4.56  -0.194
C9 4.26 0.61 -5.38  0.698
C10 5.36 -0.10 -4.65  -1.012
O2 4.22 0.75 -6.57  -0.557
C11 -0.83 -0.52 -1.63  1.104
C12 -2.29 -0.29 -1.81  -0.193
N2 -3.42 -0.13 -1.94  -0.577
C13 -0.61 -1.07 -0.22  -1.500
C14 -1.08 -0.16 0.92  -0.476
C15 -1.46 -0.96 2.18  -0.772
C16 -0.24 -1.25 3.05  -0.773
S1 -0.69 -1.76 4.71  1.264
O3 0.37 -2.60 5.19  -0.655
O4 -2.04 -2.21 4.72  -0.480
O5 -0.67 -0.40 5.53  -0.453
O6 -0.45 -1.45 -2.66  -0.283
N3 0.16 -2.70 -2.19  0.160
O7 1.25 -2.77 -2.57  -0.240
H1 2.80 1.20 0.04  0.296
H2 1.21 2.14 0.20  0.326
H3 1.98 0.06 -1.91  0.413
H4 -0.94 0.70 -3.93  0.738
H5 0.79 0.33 -3.85  0.327
H6 -0.31 3.17 -3.52  0.552
H7 0.07 2.44 -5.05  0.400
H8 2.23 2.56 -2.91  0.200
H9 1.83 3.93 -3.91  0.395
H10 2.10 2.14 -5.90  0.289
H11 3.46 3.04 -5.26  0.569
H12 5.47 -1.10 -5.07  0.326
H13 5.13 -0.19 -3.59  0.258
H14 6.29 0.46 -4.79  0.283
H15 -1.18 -2.00 -0.15  0.736
H16 0.44 -1.35 -0.09  0.529
H17 -1.94 0.43 0.62  0.542
H18 -0.30 0.55 1.20  0.031
H19 -2.18 -0.37 2.76  0.450
H20 -1.96 -1.89 1.91  0.347
H21 0.40 -2.04 2.67  0.278
H22 0.34 -0.33 3.15  0.296
H23 0.10 0.13 5.29  0.341
C17 -4.10 -1.72 7.19  -0.618
C18 -5.11 -1.89 8.34  -0.402
O8 -6.37 -1.57 8.03  -0.888
H24 -4.08 -0.67 6.86  0.226
H25 -3.08 -2.00 7.51  0.204
H26 -4.36 -2.34 6.34  0.200
H27 -4.68 -1.30 9.21  0.146
H28 -4.97 -2.96 8.69  0.145

The total charge is -1. For the lowest unoccupied orbital energy, the calculation gives 0.17 eV. As for the spin multiplicity: 1. For the largest force on an atom, the calculation gives 0.0138 hartree/bohr. The calculation puts the gap between HOMO and LUMO at 1.9 eV.

# 3
Entry from the OMol25 dataset: an isolated molecule of C18H28N4O2 (the ωB97M-V functional and the def2-TZVPD basis).

Last column: Mulliken charge in e.
Element x y z (Å)
C1 4.32 3.16 0.27  -1.481
C2 4.39 1.81 -0.44  0.762
C3 5.84 1.31 -0.45  -1.622
C4 3.50 0.76 0.23  -0.605
C5 2.00 1.08 0.12  -0.795
N1 1.22 -0.02 0.68  0.332
C6 0.03 0.37 1.40  -1.400
C7 -1.14 0.73 0.49  -0.433
N2 -1.44 -0.42 -0.35  0.508
C8 -2.64 -0.23 -1.14  -1.279
C9 -3.86 -0.26 -0.28  0.051
C10 -3.99 -1.07 0.82  -0.228
C11 -5.16 -1.10 1.62  -0.654
C12 -6.25 -0.33 1.36  -0.797
C13 -6.17 0.52 0.24  0.786
N3 -7.03 1.38 -0.28  -0.571
O1 -6.42 1.91 -1.34  -0.045
N4 -5.19 1.44 -1.54  -0.540
C14 -4.98 0.55 -0.58  0.876
C15 -0.28 -0.74 -1.17  -1.465
C16 0.93 -1.08 -0.27  0.263
C17 0.70 -2.41 0.48  -0.552
C18 1.34 -3.61 -0.22  -0.796
O2 0.80 -3.89 -1.49  -0.572
H1 3.32 3.58 0.20  0.354
H2 5.01 3.86 -0.19  0.434
H3 4.58 3.05 1.32  0.307
H4 4.06 1.94 -1.47  0.283
H5 5.92 0.37 -0.98  0.385
H6 6.20 1.17 0.56  0.334
H7 6.49 2.04 -0.95  0.446
H8 3.76 0.67 1.29  0.203
H9 3.68 -0.21 -0.23  0.245
H10 1.78 1.98 0.70  0.446
H11 1.75 1.28 -0.93  0.114
H12 0.27 1.21 2.06  0.538
H13 -0.27 -0.47 2.03  0.353
H14 -2.02 0.96 1.09  0.546
H15 -0.89 1.61 -0.12  0.219
H16 -2.62 0.72 -1.71  0.416
H17 -2.70 -1.05 -1.86  0.520
H18 -3.15 -1.70 1.09  0.417
H19 -5.17 -1.77 2.47  0.410
H20 -7.14 -0.35 1.96  0.409
H21 -0.53 -1.60 -1.79  0.569
H22 -0.02 0.10 -1.84  0.190
H23 1.81 -1.19 -0.91  0.619
H24 1.15 -2.33 1.47  0.383
H25 -0.37 -2.58 0.59  -0.010
H26 2.42 -3.46 -0.29  0.329
H27 1.16 -4.51 0.37  0.439
H28 1.01 -3.16 -2.08  0.357

As for the SMILES: CC(C)CCN1CCN(Cc2cccc3nonc23)C[C@@H]1CCO. The total charge is 0. For the lowest unoccupied orbital energy, the calculation gives -0.45 eV. As for the spin multiplicity: 1. For the largest force on an atom, the calculation gives 0.0293 hartree/bohr. The calculation puts the gap between HOMO and LUMO at 7.8 eV.

# 4
Entry from the OMol25 dataset: a cluster of 7 separate species, C18H28NO21S in total (the ωB97M-V functional and the def2-TZVPD basis).

Last column: Mulliken charge in e.
Element x y z (Å)
N1 -1.20 -0.23 -0.97  0.721
O1 -0.25 0.10 -0.14  -0.530
O2 -1.07 0.34 -2.13  -0.545
O3 -2.09 -1.09 -0.64  -0.576
O4 -0.33 -0.61 4.03  -0.567
S1 -1.19 0.55 4.23  1.218
O5 -2.62 0.43 4.41  -0.686
O6 -0.82 1.27 5.63  -0.304
C1 -0.67 0.47 6.79  -0.339
C2 -0.16 1.33 8.01  -1.161
C3 -0.86 1.88 2.99  -0.976
H1 -0.19 -0.44 6.61  0.459
H2 -1.64 0.05 7.24  0.247
H3 0.23 0.78 8.77  0.416
H4 -0.79 2.17 8.32  0.300
H5 0.63 1.95 7.49  0.267
H6 -1.39 2.96 3.43  0.319
H7 -1.18 1.60 2.05  0.337
H8 0.12 1.93 3.05  0.427
C4 -1.27 -3.16 -3.76  -0.147
C5 -2.60 -3.44 -3.01  0.388
O7 -3.31 -4.06 -4.10  -0.360
C6 -2.62 -4.17 -5.20  0.587
O8 -3.04 -4.64 -6.26  -0.599
O9 -1.37 -3.61 -4.99  -0.426
H9 -0.35 -3.34 -3.28  0.294
H10 -1.13 -2.12 -4.03  0.054
H11 -2.97 -2.37 -2.69  0.240
H12 -2.28 -4.27 -2.36  -0.087
C7 3.09 -0.33 3.40  -0.275
C8 2.25 -0.91 2.32  0.659
O10 3.12 -1.41 1.37  -0.299
C9 4.40 -1.35 1.86  0.586
O11 5.43 -1.77 1.44  -0.583
O12 4.32 -0.84 3.03  -0.404
H13 3.10 -0.53 4.48  0.256
H14 3.24 0.70 3.20  0.314
H15 1.46 -0.18 1.92  -0.308
H16 1.63 -1.74 2.75  0.076
C10 -0.18 3.37 -5.75  -0.267
C11 0.03 2.04 -5.02  -0.044
O13 1.35 1.98 -4.64  -0.347
C12 2.06 3.08 -5.12  0.701
O14 3.21 3.37 -5.14  -0.548
O15 1.15 3.76 -5.86  -0.356
H17 -1.01 4.22 -5.35  0.187
H18 -0.69 3.32 -6.74  0.225
H19 -0.15 1.26 -5.54  0.496
H20 -0.39 2.17 -3.99  -0.042
C13 -0.09 -3.72 0.99  -0.070
C14 0.48 -3.67 -0.43  0.218
O16 -0.07 -4.83 -1.10  -0.406
C15 -1.09 -5.41 -0.26  0.603
O17 -1.85 -6.22 -0.74  -0.541
O18 -1.06 -4.74 0.91  -0.415
H21 -0.39 -2.60 0.95  0.139
H22 0.76 -4.09 1.46  0.388
H23 1.59 -3.82 -0.46  0.259
H24 0.16 -2.80 -0.93  -0.163
C16 1.01 4.34 -1.18  -0.293
C17 0.08 3.18 -0.92  0.532
O19 -1.16 3.89 -1.11  -0.281
C18 -0.98 5.01 -1.65  0.741
O20 -1.82 5.76 -2.25  -0.698
O21 0.28 5.30 -1.79  -0.336
H25 2.02 4.19 -1.68  0.304
H26 1.15 4.80 -0.26  0.357
H27 -0.06 2.58 -0.09  -0.377
H28 0.02 2.43 -1.60  0.038

The total charge is -1. For the lowest unoccupied orbital energy, the calculation gives 1.71 eV. As for the spin multiplicity: 1. For the largest force on an atom, the calculation gives 0.1725 hartree/bohr. The calculation puts the gap between HOMO and LUMO at 8.5 eV.